A molecular structure, C27H44N3OP3Y at a distorted geometry, computed with wB97M-V/def2-TZVPD.

Structure (XYZ):
```
79
Properties=species:S:1:pos:R:3:lowdin_charge:R:1
Y -0.3431 -1.7110 1.4749 1.2875
P 0.8759 1.1876 -3.0409 0.8543
P -2.1648 -1.9414 -0.6605 0.7798
P 2.2614 -0.3876 1.4582 0.7494
H -1.3381 -4.3025 1.1650 0.1033
C -0.7638 -3.7626 1.9216 -0.1187
C -1.4049 -2.9120 2.8481 -0.1406
H -2.4878 -2.7094 2.8159 0.1292
C 1.7976 2.2004 -4.2191 -0.2228
C -0.8195 1.1657 -3.6464 -0.2348
C 0.9233 2.0830 -1.4822 -0.2469
C -3.3828 -3.3107 -0.5591 -0.2287
C -3.2395 -0.4936 -0.9946 -0.2482
C -1.4481 -2.2900 -2.3151 -0.2417
C 3.3016 -1.4272 2.5538 -0.2616
C 2.4122 1.2407 2.2779 -0.2431
C 3.3876 -0.1211 0.0299 -0.2431
H 0.2526 -4.1408 2.1186 0.1283
H -0.9640 -2.6778 3.8292 0.1260
H 1.8551 3.2282 -3.8347 0.0531
H 1.3060 2.1995 -5.1983 0.0590
H 2.8289 1.8415 -4.3590 0.0633
H -0.8095 1.4819 -4.7025 0.0658
H -1.3981 1.8770 -3.0345 0.0471
H -1.2586 0.1609 -3.5565 0.0128
H 1.0668 3.1495 -1.7294 0.0640
H 1.7438 1.7226 -0.8406 0.0022
H -0.0284 1.9413 -0.9497 0.0219
H -4.3754 -2.9447 -0.8503 0.0688
H -3.4364 -3.6677 0.4776 0.0312
H -3.0795 -4.1500 -1.2058 0.0739
H -4.1499 -0.8331 -1.5165 0.0771
H -2.7056 0.2606 -1.5864 0.0328
H -3.5226 -0.0466 -0.0269 0.0361
H -2.1288 -1.9805 -3.1198 0.0764
H -1.2719 -3.3687 -2.4129 0.0656
H -0.4762 -1.8007 -2.4707 0.0156
H 4.1959 -0.8582 2.8477 0.0735
H 3.5892 -2.3468 2.0217 0.0526
H 2.7204 -1.6896 3.4497 0.0413
H 3.3300 1.2685 2.8801 0.0722
H 1.5537 1.4209 2.9327 0.0166
H 2.4453 2.0453 1.5332 0.0517
H 4.3168 -0.6888 0.1727 0.0779
H 3.6514 0.9367 -0.0774 0.0562
H 2.9383 -0.4607 -0.9132 0.0157
C 2.2251 -2.6010 -2.5562 -0.3442
C 2.6591 -3.5361 -3.5395 0.0068
C 3.2188 -4.7438 -3.1714 -0.0515
C 3.2996 -5.0846 -1.8181 -0.0784
C 2.8255 -4.1924 -0.8541 -0.1164
C 2.2453 -2.9740 -1.1996 -0.1007
O 1.8057 -1.4097 -3.0315 -0.1322
H 1.5193 -0.3972 -2.9809 -0.0806
H 2.5947 -3.2444 -4.5832 0.1267
H 3.5792 -5.4214 -3.9410 0.1238
H 3.7015 -6.0644 -1.5321 0.1187
H 2.8997 -4.4752 0.1942 0.0898
H 1.8546 -2.2923 -0.4328 0.0089
N -3.6281 8.4211 1.1242 0.2145
C -3.2560 7.3496 1.4088 -0.1431
C -2.7992 6.0288 1.7527 -0.1936
C -2.0971 5.8240 2.9505 0.0271
C -1.7010 4.5397 3.3166 0.0178
C -1.9925 3.4734 2.4706 -0.1855
C -2.6599 3.6613 1.2505 0.0049
C -3.0690 4.9510 0.8981 0.0152
N -1.5934 2.1646 2.8363 0.0300
C -1.1521 1.7634 4.1107 0.0400
C -0.8194 0.4448 4.0116 -0.0761
N -1.0612 0.0350 2.6957 -0.1240
C -1.5097 1.1111 2.0290 -0.1335
H -1.8713 6.6704 3.6050 0.1464
H -1.1544 4.3692 4.2505 0.1215
H -2.8769 2.8147 0.6024 0.1001
H -3.6092 5.1165 -0.0374 0.1399
H -1.1170 2.4204 4.9523 0.1371
H -0.4423 -0.2382 4.7496 0.1224
H -1.7750 1.1274 0.9628 0.1161
```

The charge is +3. The calculated total energy comes out at -64110.1886 eV. The LUMO energy (alpha / beta) comes out at -12.629 / -12.626 eV.

---

A gas-phase ion, C4H10N3 (charge +1) at a distorted geometry, computed with wB97M-V/def2-TZVPD.

Structure (XYZ):
```
17
Properties=species:S:1:pos:R:3:lowdin_charge:R:1
C -0.1033 0.6025 1.7050 -0.0989
C 0.9102 -1.4061 0.7842 -0.1761
C 0.3424 0.2844 -0.6962 -0.2739
C -0.6691 0.7870 -1.8061 -0.0271
N 0.3926 -0.6066 1.9119 0.0977
N -0.1942 1.1566 0.5404 0.1307
N 0.1769 -1.1233 -0.4033 0.0019
H -0.7073 1.0237 2.5305 0.1767
H -0.4891 2.0734 0.3486 0.1364
H 1.9974 -1.3268 0.6438 0.1468
H 0.7153 -2.4088 1.1572 0.1391
H 1.3982 0.4113 -0.9554 0.1535
H -0.8469 -0.1029 -2.5647 0.1309
H -0.2319 1.5894 -2.4358 0.0853
H -1.5657 1.1345 -1.2503 0.0804
H 0.3676 -1.1043 2.7619 0.1447
H -0.8231 -1.3104 -0.2143 0.1519
```

The charge is +1. The calculated total energy comes out at -8773.6291 eV. The LUMO energy comes out at -3.341 eV. The SMILES is C[C@@H]1NCNC=[NH+]1.

---

2 unconnected molecules or ions with the total composition C2H6OS2 at a distorted geometry, computed with wB97M-V/def2-TZVPD.

Structure (XYZ):
```
11
Properties=species:S:1:pos:R:3:lowdin_charge:R:1
S 3.1657 1.5326 -0.1323 0.2051
S 1.7504 2.1618 -1.5067 0.2205
H 2.5985 1.9210 1.0206 -0.2063
H 2.1117 3.4424 -1.4008 -0.2172
C -0.6354 -0.5995 0.3769 0.0082
C -1.4484 -1.5997 0.0465 -0.2598
O -2.6927 -1.6870 0.6672 -0.0499
H 0.4124 -0.6779 0.0974 0.0409
H -0.9050 0.2734 0.9455 0.0606
H -1.4367 -2.1503 -0.8923 0.1102
H -2.9204 -2.6166 0.7780 0.0877
```

The charge is 0. The calculated total energy comes out at -25887.6233 eV. The LUMO energy comes out at 0.322 eV. The SMILES is C=CO.SS.

---

A molecular structure, C15H30F3N3O7P2S3Sn at a distorted geometry, computed with wB97M-V/def2-TZVPD.

Structure (XYZ):
```
64
Properties=species:S:1:pos:R:3:lowdin_charge:R:1
Sn -0.2426 0.9092 -0.7113 1.0920
C 3.5474 5.0769 0.2058 -0.0898
C 4.5100 3.9075 0.0147 -0.2390
C 3.8043 2.7667 -0.6169 -0.5724
N 2.5901 2.4386 -0.4331 0.0258
N 2.1748 1.3775 -1.1298 -0.1165
C 3.1022 0.8534 -1.8954 -0.6873
N 2.9125 -0.1825 -2.7096 0.1008
S 4.6276 1.6907 -1.7693 1.0935
H 4.0412 5.8944 0.7233 0.0771
H 2.6899 4.7545 0.7880 0.0626
H 3.1913 5.4365 -0.7561 0.0789
H 4.8990 3.5859 0.9847 0.1180
H 5.3619 4.1940 -0.6075 0.1036
H 2.0252 -0.6776 -2.6543 -0.0233
H 3.6998 -0.6207 -3.1551 0.1046
C -5.6012 1.8846 -1.4531 -0.1415
O -4.8894 1.7716 -0.2391 -0.3600
P -3.2406 1.6900 -0.1559 0.7970
O -3.2003 1.7280 1.4492 -0.3376
C -3.2427 2.9760 2.1184 -0.1164
O -2.9744 0.0891 -0.3391 -0.4647
C -3.7978 -0.8605 0.3213 -0.1206
H -6.6572 1.9405 -1.1815 0.0863
H -5.4402 1.0145 -2.0931 0.0819
H -5.3206 2.7853 -2.0006 0.0808
H -2.3849 3.5859 1.8356 0.0667
H -3.1918 2.7579 3.1846 0.0912
H -4.1697 3.5082 1.8938 0.0842
H -3.8185 -1.7566 -0.2996 0.0904
H -4.8075 -0.4640 0.4451 0.0837
H -3.3802 -1.1030 1.2988 0.0870
F 0.2908 5.5437 1.0567 0.1414
C -0.1918 5.2235 -0.1496 -0.5533
F 0.5237 5.9038 -1.0500 0.1452
F -1.4455 5.7135 -0.1999 0.1406
C -0.2078 3.6994 -0.4423 -0.7055
O -0.1890 3.3734 -1.6220 -0.0486
O -0.3053 2.9609 0.5499 -0.1350
C -1.4668 -5.0620 0.1240 -0.0347
C -1.7227 -3.9216 1.0992 -0.4308
C -1.1595 -4.1773 2.4888 -0.0374
O -1.2501 -2.6734 0.5707 -0.3371
P 0.1979 -2.2073 0.1406 -0.0898
S 0.2238 -1.8970 -1.8297 0.2653
S 0.6126 -0.5506 1.2726 0.2582
O 1.0813 -3.4424 0.6181 -0.3173
C 2.4319 -3.8064 0.3175 -0.4396
C 2.3977 -5.0663 -0.5419 -0.0410
C 3.2150 -2.6832 -0.3347 -0.0885
H -2.0291 -5.9403 0.4276 0.0856
H -0.4120 -5.3158 0.0939 0.0569
H -1.7800 -4.7677 -0.8759 0.0868
H -2.8049 -3.7475 1.1752 0.1380
H -0.1019 -4.4126 2.4329 0.0716
H -1.6850 -5.0078 2.9518 0.0851
H -1.2835 -3.2900 3.1043 0.0869
H 2.8700 -4.0418 1.2947 0.1470
H 1.8359 -4.8731 -1.4526 0.0811
H 1.9204 -5.8809 -0.0010 0.0772
H 3.4073 -5.3677 -0.8045 0.0831
H 2.8701 -2.5440 -1.3561 0.0290
H 4.2726 -2.9342 -0.3523 0.0888
H 3.0682 -1.7621 0.2281 0.0539
```

The charge is 0. The calculated total energy comes out at -99917.2407 eV. The LUMO energy comes out at 0.247 eV.

---

C2H2FN3O in the gas phase at a distorted geometry, computed with wB97M-V/def2-TZVPD.

Structure (XYZ):
```
9
Properties=species:S:1:pos:R:3:lowdin_charge:R:1
C -0.2580 -2.2168 -0.5642 -0.2673
C 0.0013 0.5762 -0.8447 -0.2218
N 0.5003 -2.2664 -1.5493 0.0163
N 0.8102 -0.0751 -1.4692 0.0421
N 0.9585 -1.1852 -2.1242 -0.0538
O -0.1626 1.6050 -0.1169 0.1280
F -1.0552 -3.2052 -0.2702 0.0818
H -0.4794 -1.1551 -0.0705 0.1255
H 0.5595 1.9570 0.4369 0.1493
```

The charge is 0. The calculated total energy comes out at -11335.6947 eV. The LUMO energy (alpha / beta) comes out at -0.844 / -0.843 eV.

---

A molecular structure, C37H36CdN2O7P, computed with wB97M-V/def2-TZVPD.

Structure (XYZ):
```
84
Properties=species:S:1:pos:R:3:lowdin_charge:R:1
Cd -0.3641 -0.0269 -0.3796 1.3997
C 2.9976 0.8395 3.9619 -0.0870
C 2.3472 -0.5375 3.8792 -0.3784
C 0.9810 -0.5069 4.5707 -0.0623
C 2.2235 -1.0629 2.4596 -0.2082
C 1.7170 -2.3481 2.2500 -0.0338
C 1.5559 -2.8608 0.9789 -0.0645
C 1.9091 -2.1203 -0.1517 -0.3168
C 1.7770 -2.7311 -1.5204 -0.0584
C 2.4182 -0.8420 0.0543 -0.0938
C 2.5701 -0.3236 1.3410 -0.0525
H 3.1126 1.1367 5.0059 0.0730
H 2.3699 1.5855 3.4692 0.0857
H 3.9838 0.8525 3.4941 0.0752
H 2.9824 -1.2469 4.4251 0.1334
H 0.3085 0.1581 4.0311 0.0676
H 1.0856 -0.1571 5.6006 0.0749
H 0.5175 -1.4941 4.5937 0.0696
H 1.4324 -2.9513 3.1057 0.1101
H 1.1495 -3.8572 0.8470 0.1051
H 2.3587 -3.6547 -1.5782 0.0761
H 2.1026 -2.0449 -2.2974 0.0665
H 0.7327 -2.9754 -1.7240 0.0755
H 2.7109 -0.2492 -0.8052 0.1000
H 2.9461 0.6843 1.4516 0.1017
O -0.5461 -0.3452 -4.1804 0.0195
C -0.1083 0.3970 -3.3182 -0.7540
O 0.6639 0.0845 -2.3281 -0.2366
C -0.4418 1.9045 -3.3512 -0.2324
P -0.9585 2.4444 -1.6455 1.0590
C -2.6830 3.0453 -1.7994 -0.3714
C -3.3383 3.3408 -0.6017 -0.0864
C -4.6479 3.7943 -0.6123 -0.0791
C -5.3279 3.9487 -1.8131 -0.1026
C -4.6869 3.6504 -3.0065 -0.0960
C -3.3711 3.2046 -2.9982 -0.0866
C -0.0079 3.9957 -1.4378 -0.3514
C -0.5468 5.2718 -1.5697 -0.0761
C 0.2536 6.3929 -1.3963 -0.0933
C 1.5995 6.2514 -1.0902 -0.1053
C 2.1431 4.9816 -0.9494 -0.0922
C 1.3416 3.8631 -1.1145 -0.0984
H -1.1676 2.1172 -4.1304 0.0597
H 0.4852 2.4318 -3.5843 0.0859
H -2.8145 3.2137 0.3401 0.0824
H -5.1410 4.0147 0.3265 0.0989
H -6.3553 4.2921 -1.8200 0.0929
H -5.2105 3.7619 -3.9479 0.0951
H -2.8938 2.9721 -3.9394 0.0864
H -1.5977 5.3898 -1.8028 0.0994
H -0.1767 7.3817 -1.4978 0.0962
H 2.2221 7.1268 -0.9524 0.0934
H 3.1896 4.8632 -0.6972 0.0974
H 1.7584 2.8695 -0.9854 0.1002
O -2.6756 -0.1290 -0.8439 -0.1980
N -3.2520 -1.1950 -0.5282 -0.0310
N -2.4825 -2.1334 -0.0977 -0.2406
O -1.1711 -2.0389 0.0156 -0.2309
C -3.0958 -3.3323 0.3631 -0.1796
C -2.2747 -4.3525 0.8187 -0.0116
C -2.8422 -5.5269 1.2946 -0.0879
C -4.2187 -5.6844 1.3193 -0.1094
C -5.0305 -4.6509 0.8625 -0.0950
C -4.4803 -3.4745 0.3865 -0.0290
H -1.2061 -4.2033 0.7957 0.0928
H -2.1983 -6.3218 1.6496 0.0986
H -4.6591 -6.5994 1.6938 0.0929
H -6.1076 -4.7596 0.8820 0.0976
H -5.1052 -2.6647 0.0414 0.1052
O -3.4681 2.9864 3.3524 0.0570
C -3.4944 1.6237 3.3195 -0.2556
C -4.5683 0.9430 3.8926 -0.0407
C -4.6278 -0.4396 3.8727 -0.0962
C -3.6015 -1.1651 3.2871 -0.0880
C -2.5314 -0.4843 2.7281 -0.0347
C -2.4515 0.9084 2.7201 -0.0568
C -1.2737 1.5584 2.0024 -0.6322
O -1.2742 2.7611 1.7711 0.0149
O -0.3471 0.7297 1.6629 -0.1956
H -4.2480 3.2834 3.8331 0.0976
H -5.3690 1.5165 4.3509 0.1043
H -5.4775 -0.9448 4.3160 0.0968
H -3.6348 -2.2472 3.2566 0.0957
H -1.7153 -1.0301 2.2712 0.0962
```

The charge is -1. The calculated total energy comes out at -70121.0176 eV. The LUMO energy comes out at 2.625 eV.

---

2 unconnected molecules or ions with the total composition C2HF2N at a distorted geometry, computed with wB97M-V/def2-TZVPD.

Structure (XYZ):
```
6
Properties=species:S:1:pos:R:3:lowdin_charge:R:1
C 0.4533 -0.9955 -0.0968 -0.1561
C 0.2515 0.4118 -0.0551 -0.4717
N 0.5799 -2.1333 -0.0342 0.1836
F 0.3931 1.0890 0.9842 0.1779
F 0.2757 1.1014 -1.1940 0.1131
H -1.9535 0.5266 0.3959 0.1533
```

The charge is 0. The calculated total energy comes out at -9009.9549 eV. The LUMO energy (alpha / beta) comes out at -1.036 / -1.189 eV.

---

C4H9NO2 in the gas phase at a distorted geometry, computed with wB97M-V/def2-TZVPD.

Structure (XYZ):
```
16
Properties=species:S:1:pos:R:3:lowdin_charge:R:1
O -0.7116 2.4340 1.4409 0.0316
C -0.1283 1.8927 0.5259 -0.2939
C 0.4283 0.4216 0.7667 -0.2094
C -0.3165 0.2622 -0.9119 -0.0888
C 0.0153 -1.2255 -1.1791 -0.3030
O 1.3677 -1.7397 -1.1533 -0.0641
N -0.4130 -0.3990 1.5780 0.0406
H 0.2695 2.4657 -0.3526 0.1275
H 1.4585 0.0789 0.7705 0.1243
H 0.1944 0.9040 -1.6694 0.1079
H -1.3893 0.4013 -0.8660 0.1082
H -0.4807 -1.5413 -2.0996 0.1092
H -0.4820 -1.8255 -0.4107 0.0956
H 1.6173 -1.1673 -0.4171 0.0346
H -0.0242 -0.7587 2.4247 0.0816
H -1.4055 -0.2034 1.5531 0.0981
```

The charge is 0. The calculated total energy comes out at -9875.7924 eV. The LUMO energy comes out at 0.807 eV. The SMILES is N[C@H](C=O)CCO.

---

Result set for energy relative to the best compared isomer or geometry (same formula, charge and spin): 101.8, 22.4, 24.7, 0.0, 111.7, 12.5, 98.8, 98.4 kcal per mole, one per record in the order listed.